Entry 1:
Below is a structure of composition C36H40OsP4S3Sb, with properties calculated with wB97M-V/def2-TZVPD.

```
85
Properties=species:S:1:pos:R:3
Os -0.82991 -0.13449 0.03715
S 4.50169 1.41653 -1.35830
Sb 3.47841 3.34320 -0.43226
S 1.88325 1.77157 0.62938
S 0.91847 1.03001 -0.98330
C 0.81686 -0.17738 3.38436
P -0.66642 -0.69592 2.46543
C -1.96963 -0.24909 3.64667
C -0.63646 -2.51842 2.51029
C -0.98131 -3.22558 3.66186
C -0.99026 -4.61342 3.65558
C -0.65684 -5.30526 2.49890
C -0.29084 -4.60836 1.35402
C -0.27241 -3.21658 1.35657
P 0.28479 -2.22740 -0.05927
C 2.09485 -2.16045 0.14160
C 0.11404 -3.29143 -1.51739
H 0.89973 -0.79143 4.28094
H 0.71650 0.87139 3.66852
H 1.71619 -0.28765 2.78584
H -1.69172 -0.58516 4.64355
H -2.91934 -0.69823 3.37070
H -2.08132 0.83236 3.68225
H -1.25686 -2.70486 4.57501
H -1.26797 -5.15490 4.55393
H -0.67909 -6.39032 2.48746
H -0.01812 -5.16264 0.46011
H 2.46810 -3.15802 0.36418
H 2.37861 -1.48412 0.94446
H 2.55382 -1.80590 -0.78369
H 0.80243 -4.13018 -1.45343
H 0.36350 -2.71174 -2.40358
H -0.90770 -3.66244 -1.61550
C -4.27260 0.18086 0.32653
C -3.63820 1.35863 1.08062
P -2.12289 1.84055 0.19312
C -1.34611 3.21519 1.08766
C -0.72107 4.25569 0.39644
C -0.00163 5.22426 1.09644
C 0.09919 5.16068 2.48132
C -0.52587 4.13006 3.17336
C -1.23814 3.16264 2.47686
C -2.75665 2.53284 -1.35496
C -3.70157 3.56134 -1.31350
C -4.19749 4.10066 -2.49014
C -3.75040 3.62000 -3.71972
C -2.80604 2.60478 -3.77080
C -2.31252 2.06276 -2.58741
P -3.03673 -0.99287 -0.40854
C -3.36170 -1.00706 -2.20030
C -2.30852 -0.98889 -3.11510
C -2.55568 -1.04012 -4.48490
C -3.86452 -1.10448 -4.94506
C -4.92222 -1.12197 -4.03903
C -4.67274 -1.07782 -2.67337
C -3.53570 -2.64305 0.14598
C -3.41986 -3.72679 -0.72738
C -3.75962 -5.00519 -0.30133
C -4.21844 -5.21099 0.99410
C -4.33908 -4.13636 1.86760
C -4.00000 -2.85675 1.44361
H -4.85016 0.55022 -0.51385
H -4.95337 -0.36761 0.96674
H -3.35718 1.06881 2.09052
H -4.33624 2.18833 1.15533
H -0.79902 4.32542 -0.68218
H 0.46292 6.04031 0.55727
H 0.64505 5.92610 3.02585
H -0.47075 4.09044 4.25714
H -1.73032 2.36705 3.03180
H -4.04343 3.95798 -0.36378
H -4.92911 4.90086 -2.45188
H -4.14216 4.04316 -4.63942
H -2.45894 2.22815 -4.72792
H -1.58564 1.26377 -2.62808
H -1.29370 -0.91592 -2.75577
H -1.73038 -1.02585 -5.19030
H -4.06510 -1.14089 -6.01221
H -5.94596 -1.17698 -4.39924
H -5.51220 -1.11771 -1.97892
H -3.09790 -3.57430 -1.75131
H -3.68402 -5.84008 -0.99108
H -4.49680 -6.20863 1.32026
H -4.71293 -4.29162 2.87653
H -4.12644 -2.02237 2.13136
```

## Properties
⟨S²⟩	8.771
2S+1	6
total charge	+2
electronic energy	-116636.1783	eV
max |F|	0.7	eV/A
Kohn-Sham gap (spin up / spin down)	7.597 / 6.535	eV

---

Entry 2:
Below is a structure of composition C12H22O4S, with properties calculated with wB97M-V/def2-TZVPD.

```
39
Properties=species:S:1:pos:R:3
C 3.58836 -1.04312 1.03163
C 3.81946 -0.18259 -0.18236
C 4.63940 -0.83794 -1.26775
C 3.42304 1.08104 -0.31866
C 2.25142 1.80389 0.30505
C 1.11920 0.93792 0.90348
C -0.24191 1.27384 0.27461
C -0.74364 2.63342 0.78996
C -1.24685 0.15588 0.56216
C -2.67863 0.49013 0.11714
C -3.46717 -0.67817 -0.40253
C -3.66005 -1.91942 0.42978
O -4.47994 -2.73831 -0.43896
S -4.15353 -2.36461 -1.96491
O -3.57708 -3.48197 -2.61186
O -5.28238 -1.72624 -2.54053
O -3.02853 -1.27101 -1.65980
H 3.00521 -1.93843 0.79301
H 4.54998 -1.34775 1.44716
H 3.03877 -0.50081 1.79660
H 4.56141 -0.29061 -2.20390
H 5.69807 -0.90502 -0.99717
H 4.27353 -1.85743 -1.39964
H 3.99869 1.68680 -1.01472
H 1.81302 2.38545 -0.51146
H 2.58801 2.53604 1.04604
H 1.31249 -0.12391 0.79100
H 1.02234 1.19372 1.96350
H -0.12014 1.32487 -0.81355
H -1.33730 2.49430 1.69528
H -1.36951 3.12477 0.04255
H 0.08557 3.31434 0.98020
H -0.90710 -0.74118 0.03574
H -1.23113 -0.07183 1.63309
H -3.25580 0.87851 0.95980
H -2.69372 1.27569 -0.64038
H -4.48491 -0.32394 -0.61250
H -2.73919 -2.49237 0.56800
H -4.08946 -1.75392 1.41493
```

## Properties
electronic energy	-31824.5165	eV
max |F|	1.1	eV/A
Kohn-Sham gap	9.328	eV

---

Which of these has the highest max |F|?
C12H22O4S